A cluster of 4 separate species, C4H14O3 in total, computed with wB97M-V/def2-TZVPD.

Geometry (Å):
C1 -0.176 0.425 -2.410
C2 0.390 1.358 -1.376
C3 1.236 1.106 -0.384
C4 1.646 1.911 0.793
H1 -0.077 0.978 -3.355
H2 0.450 -0.465 -2.548
H3 -1.212 0.152 -2.249
H4 0.033 2.372 -1.554
H5 1.648 0.102 -0.352
H6 2.318 1.329 1.443
H7 2.078 2.884 0.633
H8 0.771 2.029 1.470
O1 0.123 -1.614 0.186
H9 0.871 -2.201 0.335
H10 0.357 -0.768 0.601
O2 -2.257 -2.624 0.475
H11 -2.249 -3.561 0.258
H12 -1.321 -2.251 0.444
O3 -1.172 -0.362 2.575
H13 -1.801 0.347 2.736
H14 -1.654 -1.147 2.280

Values from the calculation:
M, g/mol: 110.15
HOMO energy, eV: -9.255
2S+1: 1
SMILES: C/C=C/C.O.O.O

Atom charges from the natural (NBO) analysis, given in e for atoms 1 to 2: atom 1 (C): -0.64, atom 2 (C): -0.15

=====

A cluster of 5 separate species, C4H14O3 in total, computed with wB97M-V/def2-TZVPD.

Geometry (Å):
C1 1.427 0.576 -1.343
C2 0.978 -0.103 -0.101
C3 0.855 0.557 1.073
C4 -0.015 -0.266 2.040
H1 0.582 0.612 -2.102
H2 1.790 1.600 -1.206
H3 2.292 -0.059 -1.936
H4 1.081 -1.086 -0.166
H5 1.153 1.557 1.252
H6 0.366 -0.273 3.084
H7 -1.053 0.167 2.027
H8 0.113 -1.316 1.596
H9 -0.661 -3.437 0.802
H10 -0.862 2.796 1.158
O1 -0.092 -2.950 0.220
H11 -0.956 2.135 -0.229
H12 -2.425 1.836 -0.787
O2 -1.470 1.711 -1.076
H13 -1.396 -0.618 -1.553
H14 -0.743 -1.975 -0.959
O3 -0.963 -1.464 -1.795

Values from the calculation:
M, g/mol: 110.15
HOMO energy, eV: -8.649
2S+1: 1

Atom charges from the natural (NBO) analysis, given in e for atoms 1 to 2: atom 1 (C): -0.70, atom 2 (C): 0.07

=====

A cluster of 3 separate species, C4H14O3 in total, computed with wB97M-V/def2-TZVPD.

Geometry (Å):
C1 2.055 -0.099 0.759
C2 0.577 0.147 0.434
C3 -0.155 1.150 1.284
C4 -1.424 1.644 0.725
O1 -1.234 2.004 -0.644
H1 2.614 0.745 1.047
H2 2.563 -0.699 0.019
H3 2.097 -0.728 1.592
H4 0.750 0.543 -0.558
H5 0.044 -0.724 0.147
H6 -0.166 1.010 2.333
H7 0.464 2.001 1.305
H8 -1.645 2.672 1.109
H9 -2.398 1.003 0.774
H10 -1.603 1.311 -1.316
O2 -1.267 -0.658 -2.500
H11 -0.829 -1.422 -2.790
H12 -2.263 -0.868 -2.434
O3 0.930 -3.102 -0.185
H13 0.579 -3.581 -0.980
H14 0.312 -2.350 -0.123

Values from the calculation:
M, g/mol: 110.15
HOMO energy, eV: -9.926
2S+1: 1
SMILES: CCCCO.O.O

Atom charges from the natural (NBO) analysis, given in e for atoms 1 to 2: atom 1 (C): -0.60, atom 2 (C): -0.39

=====

A cluster of 5 separate species, C4H14O4 in total, computed with wB97M-V/def2-TZVPD.

Geometry (Å):
C1 -1.576 -0.443 -1.886
C2 -0.215 -0.612 -1.985
C3 0.708 0.385 -1.565
C4 1.969 0.272 -1.198
H1 -2.162 0.082 -1.146
H2 -2.304 -1.042 -2.443
H3 0.195 -1.277 -2.695
H4 0.604 1.366 -2.043
H5 2.640 1.122 -1.051
H6 2.355 -0.708 -0.970
O1 0.281 -0.662 2.487
H7 -0.249 -1.512 2.612
H8 0.903 -0.606 3.260
O2 1.081 -1.943 0.498
H9 0.493 -1.995 -0.222
H10 1.229 -0.918 0.822
O3 0.295 2.738 1.185
H11 0.890 3.365 1.165
H12 0.491 2.056 1.792
O4 -2.603 -0.087 0.802
H13 -1.827 -0.130 1.459
H14 -3.200 0.548 1.123

Values from the calculation:
M, g/mol: 126.15
HOMO energy, eV: -8.902
2S+1: 1
SMILES: C=CC=C.O.O.O.O

Atom charges from the natural (NBO) analysis, given in e for atoms 1 to 2: atom 1 (C): -0.32, atom 2 (C): -0.30

=====

A cluster of 5 separate species, C4H14O6 in total, computed with wB97M-V/def2-TZVPD.

Geometry (Å):
O1 -2.935 -0.606 0.124
C1 -1.971 -0.492 -0.535
C2 -1.383 0.830 -0.934
C3 0.120 1.163 -0.912
C4 0.913 0.921 -2.167
O2 2.154 1.095 -1.976
H1 -1.351 -1.342 -1.088
H2 -1.687 0.932 -1.982
H3 -1.931 1.713 -0.538
H4 0.616 0.571 -0.028
H5 0.328 2.208 -0.672
H6 0.587 0.364 -3.004
O3 0.493 -0.248 1.768
H7 -0.435 -0.220 2.090
H8 0.828 0.508 2.133
O4 0.040 -3.263 -0.878
H9 0.831 -3.210 -0.350
H10 -0.529 -2.588 -0.394
O5 -0.050 2.508 1.575
H11 -0.818 3.116 1.311
H12 0.162 3.168 2.352
O6 1.850 -2.696 1.399
H13 2.652 -2.562 1.105
H14 1.513 -1.870 1.604

Values from the calculation:
M, g/mol: 158.15
HOMO energy, eV: -9.846
2S+1: 1
SMILES: O=CCCC=O.O.O.O.O

Atom charges from the natural (NBO) analysis, given in e for atoms 1 to 2: atom 1 (O): -0.51, atom 2 (C): 0.46

=====

A cluster of 2 separate species, C4H14SSi2 in total, computed with wB97M-V/def2-TZVPD.

Geometry (Å):
C1 0.846 0.966 -1.694
C2 1.709 -1.791 -0.820
C3 1.812 0.539 1.301
C4 -3.051 1.245 0.244
Si1 -1.358 -1.258 0.649
Si2 0.817 -0.354 -0.052
S1 -3.144 -0.473 -0.293
H1 1.774 1.166 -2.015
H2 0.139 0.488 -2.362
H3 0.461 1.883 -1.497
H4 1.032 -2.596 -0.657
H5 1.682 -1.677 -1.878
H6 2.627 -2.109 -0.416
H7 1.940 1.597 1.200
H8 1.361 0.270 2.230
H9 2.777 0.056 1.446
H10 -1.993 1.671 -0.234
H11 -3.139 1.479 1.280
H12 -3.847 1.830 -0.094
H13 -1.548 -2.776 0.935
H14 -0.895 -0.156 2.729

Values from the calculation:
M, g/mol: 150.40
HOMO energy, eV: -8.326
2S+1: 1

Atom charges from the natural (NBO) analysis, given in e for atoms 1 to 2: atom 1 (C): -0.96, atom 2 (C): -1.12

=====

A structure of composition C4H15AlB2N, computed with wB97M-V/def2-TZVPD.

Geometry (Å):
Al1 -35.625 -2.084 -1.963
B1 -33.371 -2.931 -3.712
H1 -33.203 -2.686 -2.675
H2 -34.141 -3.685 -3.768
H3 -33.718 -2.032 -4.197
H4 -32.486 -3.313 -4.198
B2 -36.315 0.168 -0.185
H5 -35.603 0.489 -0.930
H6 -37.249 -0.072 -0.670
H7 -35.924 -0.770 0.179
H8 -36.450 0.865 0.627
C1 -35.210 3.545 -6.572
C2 -34.174 3.067 -5.570
C3 -34.688 2.754 -4.201
C4 -34.965 1.369 -3.896
N1 -35.112 0.230 -3.773
H9 -35.623 4.510 -6.280
H10 -36.058 2.875 -6.716
H11 -34.763 3.781 -7.538
H12 -33.313 3.733 -5.618
H13 -33.715 2.123 -5.864
H14 -35.541 3.374 -3.923
H15 -33.875 3.030 -3.529

Values from the calculation:
Total charge: +1
M, g/mol: 125.78
HOMO energy, eV: -14.580
2S+1: 1

Atom charges from the natural (NBO) analysis, given in e for atoms 1 to 2: atom 1 (Al): 1.60, atom 2 (B): -0.70

=====

A cluster of 2 separate species, C4H15N2 in total, computed with wB97M-V/def2-TZVPD.

Geometry (Å):
C1 1.444 -0.591 -0.378
N1 0.745 -1.878 -0.759
C2 0.843 -2.211 -2.214
H1 2.461 -0.719 -0.713
H2 1.049 0.294 -0.992
H3 1.295 -0.477 0.699
H4 -0.265 -1.732 -0.419
H5 0.370 -1.461 -2.835
H6 0.432 -3.212 -2.340
H7 1.870 -2.234 -2.507
C3 -1.931 0.571 1.428
N2 -0.949 1.443 0.578
C4 -0.053 2.363 1.354
H8 -2.423 -0.086 0.700
H9 -1.267 0.124 2.193
H10 -2.664 1.298 1.851
H11 -1.419 2.015 -0.141
H12 -0.284 0.879 0.009
H13 -0.672 3.206 1.620
H14 0.842 2.525 0.758
H15 0.279 1.836 2.242

Values from the calculation:
Total charge: +1
M, g/mol: 91.18
HOMO energy, eV: -12.362
2S+1: 1

Atom charges from the natural (NBO) analysis, given in e for atoms 1 to 2: atom 1 (C): -0.43, atom 2 (N): -0.60